105
Properties=species:S:1:pos:R:3 method="wB97M-V/def2-TZVPD" total_charge=0 total_energy_ev=-130682.809 homo_lumo_gap_ha=0.331
C 4.394 6.480 -2.865
S 3.449 7.807 -1.945
O 2.631 8.469 -3.009
C 2.244 6.659 -1.235
H 4.709 5.722 -2.148
H 5.210 7.085 -3.258
H 4.022 5.990 -3.765
H 2.457 5.921 -0.462
H 1.632 6.207 -2.016
H 1.629 7.348 -0.656
C 5.748 -5.097 1.252
S 4.591 -4.499 2.563
O 4.602 -3.057 2.351
C 2.960 -5.111 1.906
H 5.543 -4.500 0.364
H 5.536 -6.132 0.985
H 6.815 -5.028 1.465
H 2.870 -6.179 1.706
H 2.848 -4.583 0.959
H 2.134 -4.689 2.479
C -2.122 3.883 -10.115
S -2.807 4.468 -11.675
O -3.467 3.318 -12.456
C -4.206 5.354 -10.980
H -1.113 3.485 -10.230
H -2.569 2.981 -9.697
H -2.049 4.684 -9.380
H -3.900 6.277 -10.487
H -4.742 4.782 -10.222
H -4.873 5.608 -11.804
C -1.348 -5.288 -4.630
S 0.247 -4.548 -4.101
O 0.197 -4.386 -2.575
C 1.148 -6.187 -4.422
H -1.317 -6.374 -4.548
H -1.623 -5.082 -5.664
H -2.173 -4.749 -4.163
H 0.741 -6.895 -3.699
H 2.232 -6.202 -4.310
H 0.901 -6.700 -5.351
C 6.993 1.309 -0.846
Cl 5.412 1.009 -1.622
Cl 8.064 1.920 -2.092
Cl 6.901 2.536 0.428
Cl 7.718 -0.158 -0.117
C -8.958 0.107 2.927
C -7.517 0.668 2.903
C -7.380 2.072 3.407
C -5.904 2.494 3.899
C -4.964 2.924 2.744
C -3.673 3.560 3.424
H -9.388 0.966 2.412
H -9.398 -0.018 3.916
H -9.080 -0.742 2.255
H -6.910 0.072 3.584
H -7.074 0.322 1.969
H -8.186 2.178 4.133
H -7.601 2.889 2.720
H -5.968 3.176 4.747
H -5.424 1.644 4.384
H -4.708 2.011 2.206
H -5.562 3.609 2.143
H -3.051 4.032 2.664
H -3.908 4.150 4.310
H -3.134 2.684 3.785
C 3.652 -5.836 7.707
C 2.404 -5.473 8.463
C 1.597 -4.226 7.908
C 2.534 -2.958 7.774
C 1.824 -1.633 7.437
C 0.710 -1.639 6.377
H 4.329 -4.983 7.742
H 3.417 -6.172 6.697
H 4.157 -6.675 8.185
H 1.708 -6.310 8.517
H 2.775 -5.202 9.452
H 0.818 -3.947 8.617
H 1.114 -4.422 6.950
H 3.041 -2.792 8.725
H 3.319 -3.109 7.033
H 1.524 -1.163 8.373
H 2.563 -0.901 7.111
H 0.914 -2.337 5.565
H -0.172 -1.941 6.942
H 0.536 -0.673 5.903
C 0.777 0.969 -5.735
C 0.693 1.728 -4.392
C 0.099 0.812 -3.324
C -0.089 1.618 -2.023
C -0.473 0.861 -0.793
C 0.687 0.081 -0.198
H 0.555 1.772 -6.438
H -0.106 0.372 -5.963
H 1.734 0.559 -6.056
H 1.745 1.970 -4.243
H 0.107 2.643 -4.486
H 0.796 -0.007 -3.145
H -0.858 0.359 -3.582
H 0.947 1.918 -1.864
H -0.679 2.501 -2.269
H -0.983 1.517 -0.088
H -1.306 0.259 -1.157
H 0.443 -0.397 0.751
H 1.166 -0.586 -0.915
H 1.495 0.787 -0.007



114
Properties=species:S:1:pos:R:3 method="wB97M-V/def2-TZVPD" total_charge=-1 total_energy_ev=-82123.393 homo_lumo_gap_ha=0.157 relative_energy_kcal_mol=140.4
C 0.369 -3.292 -2.978
C -0.959 -2.327 -3.153
O -1.046 -1.229 -2.176
P -0.799 0.337 -2.966
O 0.564 0.360 -3.767
C -0.572 1.593 -1.494
C 0.074 0.854 -0.143
C 1.674 0.674 -0.451
C 2.484 -0.259 0.638
P 4.352 0.005 0.154
S 5.320 0.800 1.644
O -2.188 0.895 -3.855
C -2.223 0.381 -5.232
C -3.396 -0.789 -5.336
H 0.612 -3.546 -1.858
H 0.150 -4.265 -3.631
H 1.267 -2.724 -3.521
H -0.911 -1.878 -4.232
H -1.973 -2.947 -3.039
H 0.194 2.442 -1.814
H -1.619 2.031 -1.157
H -0.491 -0.127 0.156
H -0.036 1.641 0.747
H 2.182 1.744 -0.431
H 1.849 0.194 -1.503
H 2.415 0.158 1.729
H 4.986 -1.238 -0.220
H 4.394 0.919 -0.996
H -2.527 1.240 -6.002
H -1.217 -0.072 -5.623
H -4.269 -0.437 -4.634
H -3.031 -1.837 -4.957
H -3.757 -0.944 -6.459
C 2.271 -2.797 3.962
C 3.721 -3.221 3.857
O 4.312 -2.647 2.700
H 1.714 -3.108 3.072
H 1.800 -3.235 4.846
H 2.190 -1.707 4.022
H 3.797 -4.310 3.774
H 4.289 -2.902 4.736
H 4.248 -1.680 2.787
C 2.985 -4.046 -5.810
C 3.418 -5.144 -4.861
O 2.351 -6.060 -4.660
H 2.116 -3.513 -5.411
H 3.795 -3.329 -5.971
H 2.687 -4.464 -6.777
H 3.694 -4.724 -3.889
H 4.279 -5.690 -5.258
H 2.118 -6.433 -5.528
C 4.238 -9.807 -3.220
C 4.270 -10.043 -4.716
O 3.132 -9.451 -5.325
H 3.328 -10.230 -2.783
H 5.107 -10.261 -2.735
H 4.230 -8.735 -2.997
H 4.256 -11.115 -4.935
H 5.171 -9.612 -5.162
H 3.158 -8.498 -5.131
C -3.506 2.088 2.830
C -2.591 0.880 2.831
O -1.263 1.278 2.524
H -3.488 2.583 1.853
H -4.535 1.798 3.060
H -3.174 2.826 3.567
H -2.913 0.155 2.078
H -2.594 0.387 3.808
H -0.983 1.915 3.204
C -4.144 5.693 6.813
C -4.059 4.331 6.155
O -2.735 4.092 5.703
H -3.849 6.479 6.110
H -5.160 5.895 7.163
H -3.458 5.755 7.665
H -4.729 4.281 5.292
H -4.340 3.539 6.856
H -2.149 4.130 6.478
C -7.338 2.700 6.004
C -7.254 1.338 5.346
O -5.929 1.099 4.894
H -7.043 3.486 5.301
H -8.354 2.902 6.354
H -6.652 2.762 6.855
H -7.924 1.288 4.482
H -7.534 0.546 6.047
H -5.343 1.137 5.669
C 7.404 -3.349 -4.914
C 7.436 -3.585 -6.410
O 6.298 -2.993 -7.019
H 6.493 -3.772 -4.477
H 8.272 -3.803 -4.429
H 7.396 -2.277 -4.691
H 7.422 -4.657 -6.629
H 8.337 -3.153 -6.856
H 6.324 -2.040 -6.826
C -3.814 6.163 1.717
C -4.065 6.144 3.211
O -5.437 5.888 3.470
H -4.427 6.930 1.234
H -2.761 6.363 1.501
H -4.091 5.204 1.266
H -3.808 7.110 3.655
H -3.465 5.370 3.700
H -5.653 5.024 3.079
C 0.210 7.551 3.386
C 0.242 7.315 1.890
O -0.896 7.907 1.282
H -0.701 7.128 3.823
H 1.078 7.097 3.871
H 0.202 8.623 3.609
H 0.228 6.244 1.672
H 1.143 7.747 1.444
H -0.870 8.860 1.475



Please write out number 1 again, unchanged.
105
Properties=species:S:1:pos:R:3 method="wB97M-V/def2-TZVPD" total_charge=0 total_energy_ev=-130682.809 homo_lumo_gap_ha=0.331
C 4.394 6.480 -2.865
S 3.449 7.807 -1.945
O 2.631 8.469 -3.009
C 2.244 6.659 -1.235
H 4.709 5.722 -2.148
H 5.210 7.085 -3.258
H 4.022 5.990 -3.765
H 2.457 5.921 -0.462
H 1.632 6.207 -2.016
H 1.629 7.348 -0.656
C 5.748 -5.097 1.252
S 4.591 -4.499 2.563
O 4.602 -3.057 2.351
C 2.960 -5.111 1.906
H 5.543 -4.500 0.364
H 5.536 -6.132 0.985
H 6.815 -5.028 1.465
H 2.870 -6.179 1.706
H 2.848 -4.583 0.959
H 2.134 -4.689 2.479
C -2.122 3.883 -10.115
S -2.807 4.468 -11.675
O -3.467 3.318 -12.456
C -4.206 5.354 -10.980
H -1.113 3.485 -10.230
H -2.569 2.981 -9.697
H -2.049 4.684 -9.380
H -3.900 6.277 -10.487
H -4.742 4.782 -10.222
H -4.873 5.608 -11.804
C -1.348 -5.288 -4.630
S 0.247 -4.548 -4.101
O 0.197 -4.386 -2.575
C 1.148 -6.187 -4.422
H -1.317 -6.374 -4.548
H -1.623 -5.082 -5.664
H -2.173 -4.749 -4.163
H 0.741 -6.895 -3.699
H 2.232 -6.202 -4.310
H 0.901 -6.700 -5.351
C 6.993 1.309 -0.846
Cl 5.412 1.009 -1.622
Cl 8.064 1.920 -2.092
Cl 6.901 2.536 0.428
Cl 7.718 -0.158 -0.117
C -8.958 0.107 2.927
C -7.517 0.668 2.903
C -7.380 2.072 3.407
C -5.904 2.494 3.899
C -4.964 2.924 2.744
C -3.673 3.560 3.424
H -9.388 0.966 2.412
H -9.398 -0.018 3.916
H -9.080 -0.742 2.255
H -6.910 0.072 3.584
H -7.074 0.322 1.969
H -8.186 2.178 4.133
H -7.601 2.889 2.720
H -5.968 3.176 4.747
H -5.424 1.644 4.384
H -4.708 2.011 2.206
H -5.562 3.609 2.143
H -3.051 4.032 2.664
H -3.908 4.150 4.310
H -3.134 2.684 3.785
C 3.652 -5.836 7.707
C 2.404 -5.473 8.463
C 1.597 -4.226 7.908
C 2.534 -2.958 7.774
C 1.824 -1.633 7.437
C 0.710 -1.639 6.377
H 4.329 -4.983 7.742
H 3.417 -6.172 6.697
H 4.157 -6.675 8.185
H 1.708 -6.310 8.517
H 2.775 -5.202 9.452
H 0.818 -3.947 8.617
H 1.114 -4.422 6.950
H 3.041 -2.792 8.725
H 3.319 -3.109 7.033
H 1.524 -1.163 8.373
H 2.563 -0.901 7.111
H 0.914 -2.337 5.565
H -0.172 -1.941 6.942
H 0.536 -0.673 5.903
C 0.777 0.969 -5.735
C 0.693 1.728 -4.392
C 0.099 0.812 -3.324
C -0.089 1.618 -2.023
C -0.473 0.861 -0.793
C 0.687 0.081 -0.198
H 0.555 1.772 -6.438
H -0.106 0.372 -5.963
H 1.734 0.559 -6.056
H 1.745 1.970 -4.243
H 0.107 2.643 -4.486
H 0.796 -0.007 -3.145
H -0.858 0.359 -3.582
H 0.947 1.918 -1.864
H -0.679 2.501 -2.269
H -0.983 1.517 -0.088
H -1.306 0.259 -1.157
H 0.443 -0.397 0.751
H 1.166 -0.586 -0.915
H 1.495 0.787 -0.007